A structure of composition C39H45IrN5P2 in a non-equilibrium geometry, computed with the ωB97M-V functional and the def2-TZVPD basis.

The geometry in ORCA input format:
```
! RIJCOSX wB97M-V def2-TZVPD def2/J DEFGRID3
* xyz 2 6
Ir 0.44302 -1.16963 0.42360
C -0.10766 3.66601 -3.84126
C -0.63156 4.12782 -2.70805
C -2.09099 4.32839 -2.46738
C -3.06292 3.27746 -3.06087
C -2.60864 1.83946 -3.03775
C -1.69295 1.30991 -3.85949
C -1.41236 1.95801 -5.18296
C -0.88834 3.40481 -5.09733
C 0.08381 -3.24366 0.27211
H 0.96965 3.56851 -3.97881
H 0.00002 4.63749 -1.97615
H -2.40513 5.31420 -2.86440
H -2.26106 4.39922 -1.38074
H -3.97439 3.31664 -2.43741
H -3.35101 3.59396 -4.06897
H -3.30568 1.21110 -2.46983
H -1.24421 0.32995 -3.71373
H -2.34105 1.97623 -5.79551
H -0.66998 1.34393 -5.70919
H -0.20924 3.55020 -5.95070
H -1.70730 4.12797 -5.21180
H 1.11070 -3.60428 0.08566
H -0.58075 -3.61623 -0.52818
H -0.24768 -3.60122 1.26527
P -1.64133 -0.96305 -0.20343
P 0.46087 1.00766 0.81119
N -1.96681 -1.68749 -1.75265
N -2.91775 -1.67101 0.80455
N 1.52560 1.60224 -0.44671
N 1.20206 1.88052 2.13940
C -2.04154 0.79196 -0.28211
C -1.19271 1.69396 0.61612
C -0.97741 -2.28975 -2.53529
C -1.57855 -2.89177 -3.62895
C -2.97936 -2.59850 -3.55882
C -3.18829 -1.85186 -2.40368
C -2.99011 -3.02176 1.16913
C -3.92239 -3.16959 2.18844
C -4.44166 -1.86437 2.47286
C -3.80834 -0.97013 1.62204
C 2.49527 0.86526 -1.11898
C 3.03045 1.64255 -2.13200
C 2.39958 2.92364 -2.05566
C 1.49029 2.85919 -1.00676
C 1.83638 3.13383 2.14467
C 2.18975 3.45852 3.44716
C 1.72163 2.39781 4.29019
C 1.09398 1.47533 3.46949
H -3.11559 0.96787 -0.12742
H -1.79419 1.03755 -1.32317
H -1.12118 2.71691 0.22163
H -1.65605 1.77254 1.60886
H 0.04537 -2.27198 -2.19344
H -1.05475 -3.46759 -4.38072
H -3.73447 -2.89829 -4.26888
H -4.09227 -1.43900 -1.98357
H -2.36304 -3.75371 0.69034
H -4.18198 -4.09942 2.66711
H -5.17844 -1.60832 3.21421
H -3.90679 0.09627 1.52829
H 2.69885 -0.14274 -0.81864
H 3.80355 1.32294 -2.81325
H 2.54749 3.75643 -2.71799
H 0.80810 3.59527 -0.60005
H 2.00123 3.68258 1.23424
H 2.71269 4.34683 3.76863
H 1.83140 2.32408 5.36272
H 0.59435 0.54722 3.68875
C 5.36450 -3.57294 0.58483
C 4.51412 -2.90610 -0.29837
C 3.29802 -2.38984 0.15220
C 2.96773 -2.43817 1.52721
C 3.79979 -3.20253 2.39799
C 4.98992 -3.73779 1.92617
N 1.81999 -1.79663 1.94763
C 1.47389 -1.73657 3.29706
C 0.14184 -1.96656 3.72680
C -0.15329 -1.98251 5.09411
C 0.83306 -1.72719 6.04594
C 2.13751 -1.44585 5.63177
C 2.46072 -1.45263 4.28511
H 6.30462 -3.97780 0.22771
H 4.75972 -2.78860 -1.35333
H 2.54516 -1.99084 -0.54501
H 3.49416 -3.37872 3.42438
H 5.61853 -4.31643 2.60500
H -0.63806 -2.12874 2.97021
H -1.17654 -2.16965 5.40453
H 0.60400 -1.73733 7.11342
H 2.90227 -1.21133 6.36532
H 3.48015 -1.23014 3.95532
*
```

Summary:
LUMO (spin up / spin down) (eV): -5.4 / -9.4
Orbital gap (spin up / spin down) (Eh): 0.177 / 0.139
<S²>: 8.81
DFT total energy (eV): -70017.58948

A structure of composition C39H45N2O6TeTi in a non-equilibrium geometry, computed with the ωB97M-V functional and the def2-TZVPD basis.

The geometry in ORCA input format:
```
! RIJCOSX wB97M-V def2-TZVPD def2/J DEFGRID3
* xyz -1 1
Ti -1.40739 -0.06772 0.00412
O 1.80372 -1.41331 -1.71934
C 0.62431 -1.60167 -1.51958
O 0.02096 -1.27622 -0.38438
C -0.27306 -2.31394 -2.46463
C -1.46145 -3.07947 -1.93216
C -2.03174 -4.05041 -2.96423
C -2.65089 -3.13793 -3.99500
C -2.45582 -1.73694 -3.35300
O -2.53405 -2.12076 -1.93676
C -0.95531 -1.27477 -3.39150
C -0.91246 0.18128 -2.99754
O -0.99630 0.98107 -3.92861
O -0.97964 0.60395 -1.78711
H 0.33408 -2.96194 -3.14373
H -1.30791 -3.47573 -0.90134
H -1.24237 -4.67567 -3.41137
H -2.72363 -4.78688 -2.44850
H -2.20608 -3.21270 -4.97172
H -3.70882 -3.28181 -4.12096
H -3.17352 -0.99250 -3.58125
H -0.60980 -1.36800 -4.42047
C 3.03427 -3.61933 0.67800
C 3.03903 -2.20376 1.23918
C 2.84087 -2.15293 2.71384
C 3.96484 -2.22318 3.55184
C 3.89088 -2.32611 4.93220
C 2.61883 -2.23878 5.51886
C 1.50982 -2.08558 4.69822
C 0.14319 -1.78997 5.37727
C -0.24955 -0.29193 5.23391
C 1.59748 -2.03776 3.30689
N 0.44116 -1.75566 2.51245
C -0.33395 -2.71908 2.31715
C -1.60565 -2.71218 1.60738
C -2.46113 -3.79938 1.56866
C -3.68788 -3.37995 1.01594
C -3.56395 -2.04898 0.72017
N -2.29263 -1.61875 1.05375
H 3.25690 -3.52914 -0.41776
H 2.05974 -4.13314 0.76008
H 3.83784 -4.35646 0.98563
H 2.28214 -1.63454 0.66016
H 3.96689 -1.65922 1.03914
H 4.95641 -2.29974 3.12139
H 4.81914 -2.57546 5.49473
H 2.48015 -2.22934 6.55822
H 0.22750 -1.95659 6.42378
H -0.65765 -2.42015 4.90289
H 0.50923 0.32955 5.74158
H -1.23660 -0.11602 5.54906
H -0.28792 -0.00179 4.16681
H -0.05774 -3.74693 2.66661
H -2.30664 -4.81550 1.84654
H -4.52640 -4.07965 0.87363
H -4.31810 -1.47044 0.29801
C -0.40456 1.29714 1.14932
H -0.30698 2.15654 0.55790
H 0.59042 0.89712 1.36538
H -0.84975 1.40415 2.13241
C -3.88885 3.10666 0.25031
C -3.77541 1.85274 -0.62738
C -5.19678 1.37001 -0.89687
O -3.02115 0.83910 0.03815
H -4.50262 3.84120 -0.20953
H -2.89803 3.57138 0.39958
H -4.29422 2.76974 1.19785
H -3.28900 2.06110 -1.55759
H -5.64001 1.09682 0.11073
H -5.17071 0.48640 -1.54783
H -5.78686 2.21163 -1.34231
Te 1.61519 2.48937 -3.34282
C 0.73176 4.26519 -2.74235
C -0.17972 4.91036 -3.51069
C -0.75266 6.06507 -3.09952
C -0.36781 6.66493 -1.91318
C 0.56769 6.02734 -1.11436
C 1.07445 4.80129 -1.51631
C 3.29247 2.79339 -2.05063
C 4.20415 3.79971 -2.28552
C 5.36866 3.79965 -1.46120
C 5.58443 2.82681 -0.45918
C 4.59144 1.88911 -0.25180
C 3.45653 1.87057 -1.08474
H -0.46568 4.48023 -4.46163
H -1.47878 6.55426 -3.74417
H -0.75232 7.60100 -1.58364
H 0.94981 6.44520 -0.18497
H 1.82505 4.35306 -0.87134
H 4.11528 4.56605 -3.00463
H 6.09877 4.54972 -1.53361
H 6.50875 2.77097 0.12384
H 4.68681 1.17035 0.56005
H 2.71686 1.10456 -0.83488
*
```

Summary:
LUMO (eV): 2.4
ΔE to the lowest compared entry with this formula, charge and spin (kJ/mol): 69.3
Orbital gap (Eh): 0.272
DFT total energy (eV): -86850.86880

A structure of composition C39H46Br3F4N4OP2STl, computed with the ωB97M-V functional and the def2-TZVPD basis.

The geometry in ORCA input format:
```
! RIJCOSX wB97M-V def2-TZVPD def2/J DEFGRID3
* xyz -2 1
Tl 1.94666 0.61433 1.75545
N 6.58252 1.50709 1.35569
C 5.19231 1.47514 1.46225
S 4.55366 0.35798 2.61058
N 4.58822 2.30662 0.67151
N 3.20474 2.33262 0.71221
C 2.70950 3.39089 0.18352
C 1.32684 3.77623 -0.00148
C 1.13384 5.04896 -0.56230
C -0.11257 5.58936 -0.78848
C -1.23381 4.82784 -0.42926
C -1.08769 3.57896 0.11738
C 0.18968 2.98382 0.34238
O 0.24059 1.78301 0.78170
H 7.01770 0.64906 1.65090
H 6.90355 1.87570 0.47264
H 3.44289 4.11590 -0.17618
H 2.01846 5.62421 -0.82052
H -0.22105 6.57716 -1.21860
H -2.23149 5.22851 -0.58102
H -1.95061 2.98785 0.39910
Br 1.64177 -2.29668 3.67873
C 1.26377 -0.37049 3.61611
Br 1.47364 3.06397 3.83628
H 1.81696 0.08828 4.42786
H 0.19731 -0.26249 3.78939
F -6.20553 2.21341 6.13067
C -5.42978 1.78457 5.12656
C -5.95513 0.93328 4.17462
F -7.23889 0.54895 4.25822
C -5.14938 0.50174 3.13781
F -5.73057 -0.28684 2.22156
C -3.81925 0.88082 3.02571
P -2.70272 0.33953 1.65018
C -3.56269 1.08643 0.21326
C -4.47429 2.13413 0.31153
C -4.95870 2.76182 -0.82889
C -4.53832 2.35394 -2.08518
C -3.61427 1.32261 -2.19474
C -3.12381 0.70545 -1.05659
C -3.13051 -1.44545 1.52196
C -4.07620 -2.01660 0.67493
C -4.24472 -3.39264 0.63659
C -3.47221 -4.21666 1.44518
C -2.51950 -3.65876 2.28504
C -2.34304 -2.28336 2.31183
C -3.30215 1.75424 3.99461
Br -1.49727 2.36282 3.91974
C -4.11300 2.19355 5.02866
F -3.65958 3.03061 5.96950
H -4.80093 2.48015 1.28446
H -5.66054 3.58119 -0.72998
H -4.91406 2.84729 -2.97317
H -3.25456 1.01356 -3.16848
H -2.37071 -0.06837 -1.14916
H -4.69350 -1.38413 0.04941
H -4.98542 -3.82300 -0.02731
H -3.59732 -5.29208 1.40335
H -1.88263 -4.28653 2.89522
H -1.56263 -1.86107 2.93567
C 4.20028 -2.02213 -3.10949
C 3.84391 -1.73668 -1.64731
C 4.68063 -0.55552 -1.14011
C 4.26865 -2.93290 -0.78068
P 2.01228 -1.38476 -1.23716
N 1.77794 -0.87934 0.18269
C 1.34268 -0.21941 -2.60182
C 2.31278 0.96736 -2.70134
C 1.15266 -0.79411 -4.00846
C -0.00075 0.35346 -2.10635
C 1.09032 -3.05628 -1.41688
C -0.40768 -2.72990 -1.45073
C 1.31643 -3.85341 -0.12055
C 1.42555 -3.94572 -2.61718
H 5.21369 -2.43990 -3.15095
H 4.20351 -1.11032 -3.70831
H 3.53207 -2.73803 -3.58613
H 5.73497 -0.85517 -1.11030
H 4.38484 -0.29201 -0.12559
H 4.60540 0.33146 -1.76358
H 5.36250 -2.97833 -0.75644
H 3.90897 -3.88461 -1.17131
H 3.91403 -2.81031 0.24431
H 3.23263 0.70538 -3.22472
H 2.56776 1.36097 -1.71691
H 1.82985 1.77214 -3.26487
H 2.07730 -1.18324 -4.43560
H 0.79968 0.01072 -4.66486
H 0.40054 -1.58237 -4.03770
H -0.02741 0.42597 -1.01814
H -0.84881 -0.24455 -2.44256
H -0.13809 1.36405 -2.50335
H -0.65471 -2.05560 -0.62890
H -0.97956 -3.65519 -1.32239
H -0.72071 -2.27511 -2.38927
H 1.35653 -3.17730 0.73534
H 2.23315 -4.44103 -0.14577
H 0.48216 -4.54786 0.02264
H 1.27817 -3.44184 -3.57289
H 0.76268 -4.81989 -2.60201
H 2.44955 -4.31712 -2.58296
*
```

Summary:
LUMO (eV): 3.9
ΔE to the lowest compared entry with this formula, charge and spin (kJ/mol): 0.0
Orbital gap (Eh): 0.219
DFT total energy (eV): -304302.83532

What is the formula in the first record? C39H45IrN5P2

The lowest DFT total energy belongs to which entry? C39H46Br3F4N4OP2STl